The following is a quantum chemistry calculation of a cluster of 2 separate species, C8H14N3 in total in a non-equilibrium geometry, from OMol25.

Values from the calculation:
Kohn-Sham gap in eV: 8.74
Total charge: +1
LUMO in Ha: -0.134
Energy relative to the best compared isomer or geometry (same formula, charge and spin) in kJ/mol: 560.33

Geometry (Å):
C1 1.0890 1.3926 -1.3798
C2 0.7722 0.1819 -0.8806
C3 2.9774 0.1480 -1.2272
C4 -1.7728 -1.5520 0.4375
C5 -1.5578 -0.4544 -0.4874
C6 -1.9318 -0.1582 0.8648
C7 -3.3916 0.2288 1.0847
C8 -0.9046 0.2631 1.9331
N1 2.4404 1.3020 -1.7104
N2 1.9387 -0.5630 -0.7122
N3 4.2861 -0.1924 -1.0684
H1 0.6845 2.3249 -1.5980
H2 -2.6128 -2.2646 0.3675
H3 -0.8669 -2.1137 0.7630
H4 -2.1044 -0.2200 -1.3603
H5 -3.5301 1.3650 1.2705
H6 -3.5452 -0.5504 1.9046
H7 -4.1790 0.1149 0.2448
H8 -0.7399 1.4403 2.0068
H9 0.0201 -0.3123 1.8199
H10 -1.2641 0.0507 2.9448
H11 3.0056 1.9063 -2.3395
H12 2.0152 -1.4771 -0.3979
H13 4.7822 0.1267 -1.9050
H14 4.3894 -0.9873 -0.5751

The following is a quantum chemistry calculation of a cluster of 2 separate species, C4Br2F2O4 in total in a non-equilibrium geometry, from OMol25.

Values from the calculation:
Kohn-Sham gap (spin up / spin down) in eV: 6.30 / 6.42
Total charge: -2
LUMO (spin up / spin down) in Ha: 0.194 / 0.195

Geometry (Å):
C1 0.1695 -1.1514 -1.9113
C2 -1.3783 -0.0179 1.7128
C3 1.0156 -0.3485 -0.7592
C4 -0.2593 0.9277 1.1415
O1 -0.0556 -0.3825 -2.8015
O2 -0.8831 -0.9074 2.4451
O3 0.1211 -2.3233 -1.6264
O4 -2.5670 0.1534 1.3436
F1 2.1285 -1.0595 -0.3521
F2 0.7896 1.2159 1.9550
Br1 1.6816 1.2898 -1.4855
Br2 -0.7626 2.6036 0.3381

The following is a quantum chemistry calculation of the molecule C5H7NS in a non-equilibrium geometry, from OMol25.

Values from the calculation:
Kohn-Sham gap (spin up / spin down) in eV: 7.68 / 7.60
LUMO (spin up / spin down) in Ha: -0.010 / -0.005
Energy relative to the best compared isomer or geometry (same formula, charge and spin) in kJ/mol: 369.95

Geometry (Å):
C1 -0.5182 1.3782 -0.3520
C2 -0.9416 0.0437 -0.9218
C3 -0.6885 -1.0581 0.0914
C4 0.6227 -1.2370 0.5411
C5 1.6394 0.8094 0.4669
N1 0.5795 1.6092 0.3030
S1 2.0012 -0.6412 -0.4092
H1 -1.3197 2.2207 -0.4157
H2 -1.9489 0.2086 -1.3074
H3 -0.1403 -0.2839 -1.6492
H4 -1.3451 -0.7771 0.8944
H5 -1.1690 -2.1328 -0.1643
H6 0.9133 -1.2162 1.6284
H7 2.3151 1.0765 1.2943

The following is a quantum chemistry calculation of the molecule C7H8S in a non-equilibrium geometry, from OMol25.

Values from the calculation:
Kohn-Sham gap in eV: 7.12
LUMO in Ha: -0.036
SMILES string: S=CC1=CCCC=C1
Energy relative to the best compared isomer or geometry (same formula, charge and spin) in kJ/mol: 369.70

Geometry (Å):
C1 -2.4488 0.8835 0.0393
C2 -1.0487 0.3555 0.1841
C3 -0.6814 -1.0086 0.0381
C4 0.6375 -1.3832 -0.1514
C5 1.7585 -0.2934 0.2306
C6 1.2581 1.0202 0.0348
C7 -0.0017 1.3081 -0.1143
H1 -2.5189 1.9341 -0.1401
H2 -1.4722 -1.8907 0.3874
H3 1.2134 -2.3477 0.1900
H4 0.7570 -1.5052 -1.2853
H5 2.5702 -0.4582 -0.6467
H6 2.1156 -0.4608 1.4135
H7 2.0898 1.8857 -0.0341
H8 -0.5917 2.2617 -0.1848
S1 -3.6369 -0.3009 0.0390

Repeat the second record exactly.
The following is a quantum chemistry calculation of a cluster of 2 separate species, C4Br2F2O4 in total in a non-equilibrium geometry, from OMol25.

Values from the calculation:
Kohn-Sham gap (spin up / spin down) in eV: 6.30 / 6.42
Total charge: -2
LUMO (spin up / spin down) in Ha: 0.194 / 0.195

Geometry (Å):
C1 0.1695 -1.1514 -1.9113
C2 -1.3783 -0.0179 1.7128
C3 1.0156 -0.3485 -0.7592
C4 -0.2593 0.9277 1.1415
O1 -0.0556 -0.3825 -2.8015
O2 -0.8831 -0.9074 2.4451
O3 0.1211 -2.3233 -1.6264
O4 -2.5670 0.1534 1.3436
F1 2.1285 -1.0595 -0.3521
F2 0.7896 1.2159 1.9550
Br1 1.6816 1.2898 -1.4855
Br2 -0.7626 2.6036 0.3381